(1)
Entry from the Open Molecules 2025 dataset: a molecular structure, C6H16F2Li3NO2 in a non-equilibrium geometry (ωB97M-V/def2-TZVPD).

XYZ file:
```
30
C6H16F2Li3NO2 ωB97M-V/def2-TZVPD
Li 1.37 -0.83 3.12
Li -0.03 -0.17 1.48
Li 1.73 0.91 1.54
F -0.25 -0.58 3.13
F 1.44 -0.66 1.51
C 0.82 2.72 -0.31
C -0.01 2.24 0.81
O 0.21 1.05 1.47
H 0.56 2.10 -1.17
H 1.83 2.41 -0.05
H 0.75 3.80 -0.45
H -1.04 2.24 0.43
H -0.05 3.12 1.45
C -2.05 -0.46 -0.78
C -1.17 -1.52 -0.11
C 0.22 -1.40 -0.54
O 0.44 -1.59 -2.01
C 1.46 -0.86 -2.58
N -1.21 -1.40 1.37
H -1.99 -0.45 -1.87
H -1.79 0.40 -0.16
H -3.13 -0.54 -0.63
H -1.61 -2.49 -0.32
H 0.95 -2.01 0.00
H 0.53 -0.36 -0.43
H 1.32 0.21 -2.55
H 1.53 -1.10 -3.64
H 2.38 -1.15 -2.06
H -2.17 -1.29 1.66
H -1.06 -2.34 1.71
```

The multiplicity is 1. Its relative energy (zero: lowest compared OMol25 entry of this formula, charge and spin) is 42.7 kJ/mol. The calculation puts the gap between HOMO and LUMO at 7.99 eV.

For reference, the natural (NBO) charges in units of e are: number 1, Li, carries 0.95; number 2, Li, carries 0.82; number 3, Li, carries 0.93; number 4, F, carries -0.92; number 5, F, carries -0.91; number 6, C, carries -0.62; number 7, C, carries -0.08; number 8, O, carries -1.03; number 9, H, carries 0.20; number 10, H, carries 0.15; number 11, H, carries 0.22; number 12, H, carries 0.14; number 13, H, carries 0.13; number 14, C, carries -0.64; number 15, C, carries -0.10; number 16, C, carries -0.08; number 17, O, carries -0.56; number 18, C, carries -0.23; number 19, N, carries -0.81; number 20, H, carries 0.23; number 21, H, carries 0.22; number 22, H, carries 0.21; number 23, H, carries 0.18; number 24, H, carries 0.21; number 25, H, carries 0.17; number 26, H, carries 0.15; number 27, H, carries 0.19; number 28, H, carries 0.16; number 29, H, carries 0.37; number 30, H, carries 0.37

(2)
Entry from the Open Molecules 2025 dataset: C9H15N2P in the gas phase in a non-equilibrium geometry (ωB97M-V/def2-TZVPD).

XYZ file:
```
27
C9H15N2P ωB97M-V/def2-TZVPD
C -0.99 1.27 -3.10
C -0.87 1.48 -1.68
C -0.04 0.40 -3.45
C 0.21 0.86 -1.20
C 0.80 0.01 -2.27
C -1.23 -0.78 1.50
C 0.07 -1.64 1.40
C -1.33 1.59 2.34
C 2.41 -1.22 0.92
N -0.83 0.58 1.30
N 1.07 -0.93 0.62
P 0.70 0.75 0.53
H -1.61 1.87 -3.76
H -1.58 2.20 -1.15
H 0.14 -0.13 -4.49
H 0.58 -1.14 -2.12
H 1.96 0.00 -2.33
H -1.99 -1.07 0.68
H -1.71 -1.01 2.60
H 0.32 -2.05 2.42
H -0.04 -2.49 0.73
H -0.98 2.54 2.08
H -2.45 1.56 2.29
H -0.86 1.47 3.34
H 2.79 -0.91 1.82
H 2.46 -2.26 0.91
H 3.00 -0.96 0.06
```

The multiplicity is 1. Its relative energy (zero: lowest compared OMol25 entry of this formula, charge and spin) is 48.3 kJ/mol. The calculation puts the gap between HOMO and LUMO at 8.63 eV.

For reference, the natural (NBO) charges in units of e are: number 1, C, carries -0.27; number 2, C, carries -0.20; number 3, C, carries -0.17; number 4, C, carries -0.37; number 5, C, carries -0.50; number 6, C, carries -0.22; number 7, C, carries -0.24; number 8, C, carries -0.40; number 9, C, carries -0.40; number 10, N, carries -0.77; number 11, N, carries -0.73; number 12, P, carries 1.16; number 13, H, carries 0.22; number 14, H, carries 0.22; number 15, H, carries 0.21; number 16, H, carries 0.27; number 17, H, carries 0.25; number 18, H, carries 0.19; number 19, H, carries 0.20; number 20, H, carries 0.18; number 21, H, carries 0.20; number 22, H, carries 0.20; number 23, H, carries 0.20; number 24, H, carries 0.18; number 25, H, carries 0.18; number 26, H, carries 0.19; number 27, H, carries 0.20

(3)
Entry from the Open Molecules 2025 dataset: C13H22N2O5 in the gas phase (ωB97M-V/def2-TZVPD).

XYZ file:
```
42
C13H22N2O5 ωB97M-V/def2-TZVPD
C 2.30 -0.22 4.15
C 0.97 0.18 3.51
H 1.08 1.13 2.99
H 0.18 0.25 4.26
O 0.50 -0.81 2.59
C 1.07 -0.80 1.37
O 1.88 0.05 1.01
N 0.65 -1.81 0.60
C -0.46 -2.67 0.93
H -0.58 -2.71 2.01
C -1.74 -2.16 0.25
H -2.39 -3.00 0.03
H -2.28 -1.49 0.92
C -1.41 -1.40 -1.05
N -1.25 0.02 -0.78
C -2.02 0.97 -1.35
O -2.88 0.73 -2.17
C -1.70 2.38 -0.87
C -0.97 3.21 -1.93
H -0.52 4.08 -1.44
H -1.70 3.57 -2.66
C 0.10 2.44 -2.71
C 1.10 1.67 -1.87
O 1.72 0.73 -2.30
O 1.23 2.11 -0.63
H 1.79 1.50 -0.09
H -0.37 1.71 -3.38
H 0.66 3.13 -3.33
H -1.09 2.33 0.04
H -2.64 2.87 -0.63
H -0.53 0.29 -0.14
C -0.17 -1.99 -1.71
H -0.39 -3.03 -1.97
C 1.06 -1.90 -0.79
H 1.66 -1.03 -1.04
H 1.69 -2.79 -0.92
H 0.05 -1.46 -2.64
H -2.26 -1.46 -1.74
H -0.21 -3.68 0.57
H 2.21 -1.19 4.63
H 2.59 0.52 4.88
H 3.07 -0.28 3.38
```

The multiplicity is 1. Its relative energy (zero: lowest compared OMol25 entry of this formula, charge and spin) is 0.0 kJ/mol. The calculation puts the gap between HOMO and LUMO at 10.29 eV.

For reference, the natural (NBO) charges in units of e are: number 1, C, carries -0.64; number 2, C, carries -0.07; number 3, H, carries 0.19; number 4, H, carries 0.19; number 5, O, carries -0.52; number 6, C, carries 0.90; number 7, O, carries -0.72; number 8, N, carries -0.44; number 9, C, carries -0.22; number 10, H, carries 0.24; number 11, C, carries -0.42; number 12, H, carries 0.22; number 13, H, carries 0.22; number 14, C, carries -0.05; number 15, N, carries -0.64; number 16, C, carries 0.68; number 17, O, carries -0.64; number 18, C, carries -0.50; number 19, C, carries -0.38; number 20, H, carries 0.21; number 21, H, carries 0.22; number 22, C, carries -0.52; number 23, C, carries 0.81; number 24, O, carries -0.62; number 25, O, carries -0.72; number 26, H, carries 0.53; number 27, H, carries 0.24; number 28, H, carries 0.24; number 29, H, carries 0.22; number 30, H, carries 0.23; number 31, H, carries 0.40; number 32, C, carries -0.43; number 33, H, carries 0.21; number 34, C, carries -0.24; number 35, H, carries 0.27; number 36, H, carries 0.20; number 37, H, carries 0.24; number 38, H, carries 0.25; number 39, H, carries 0.20; number 40, H, carries 0.21; number 41, H, carries 0.22; number 42, H, carries 0.23

(4)
Entry from the Open Molecules 2025 dataset: a gas-phase ion, C10H15N2O2 (charge +1) in a non-equilibrium geometry (ωB97M-V/def2-TZVPD).

XYZ file:
```
29
C10H15N2O2 ωB97M-V/def2-TZVPD
C -4.78 0.29 -0.37
C -4.44 -1.05 -0.28
C -3.91 1.33 -0.14
C -3.15 -1.39 0.12
C -2.59 1.03 0.25
C -2.34 -0.29 0.30
C 2.58 -0.13 -1.32
C 2.59 1.37 0.63
C 3.64 -0.80 0.67
C 1.23 -0.76 0.47
N 0.10 -0.19 0.13
N 2.47 -0.01 0.11
O -1.07 -0.78 0.64
O 0.09 0.93 -0.44
H -5.79 0.53 -0.61
H -5.24 -1.78 -0.42
H -4.16 2.37 -0.36
H -2.68 -2.42 0.33
H -1.79 1.72 0.35
H 1.91 0.39 -1.97
H 3.49 0.23 -1.62
H 2.61 -1.14 -1.45
H 1.69 1.93 0.46
H 2.98 1.38 1.58
H 3.29 1.87 -0.08
H 3.56 -1.72 0.17
H 4.60 -0.23 0.29
H 3.77 -1.01 1.67
H 1.33 -1.68 0.89
```

The expectation value of S² is 2.008. The charge is +1. The multiplicity is 3. Its relative energy (zero: lowest compared OMol25 entry of this formula, charge and spin) is 198.9 kJ/mol. The calculation puts the gap between HOMO and LUMO (alpha / beta) at 8.03 / 5.71 eV.

For reference, the natural (NBO) charges in units of e are: number 1, C, carries -0.21; number 2, C, carries -0.18; number 3, C, carries -0.17; number 4, C, carries -0.23; number 5, C, carries -0.26; number 6, C, carries 0.25; number 7, C, carries -0.41; number 8, C, carries -0.41; number 9, C, carries -0.39; number 10, C, carries 0.20; number 11, N, carries 0.17; number 12, N, carries -0.23; number 13, O, carries -0.33; number 14, O, carries -0.34; number 15, H, carries 0.23; number 16, H, carries 0.23; number 17, H, carries 0.23; number 18, H, carries 0.25; number 19, H, carries 0.24; number 20, H, carries 0.27; number 21, H, carries 0.22; number 22, H, carries 0.22; number 23, H, carries 0.27; number 24, H, carries 0.23; number 25, H, carries 0.23; number 26, H, carries 0.22; number 27, H, carries 0.24; number 28, H, carries 0.25; number 29, H, carries 0.22

(5)
Entry from the Open Molecules 2025 dataset: C4H6O2 in the gas phase (ωB97M-V/def2-TZVPD).

XYZ file:
```
12
C4H6O2 ωB97M-V/def2-TZVPD
O -1.16 -1.03 -1.08
C 0.09 -1.26 -0.49
C 0.66 -0.06 0.28
O 1.45 0.69 -0.64
C -0.41 0.78 0.85
C -1.29 1.51 1.23
H -1.11 -0.21 -1.58
H 0.85 -1.52 -1.24
H -0.04 -2.10 0.18
H 1.29 -0.44 1.10
H 1.75 1.49 -0.19
H -2.08 2.15 1.57
```

The multiplicity is 1. Its relative energy (zero: lowest compared OMol25 entry of this formula, charge and spin) is 264.1 kJ/mol. The calculation puts the gap between HOMO and LUMO at 11.06 eV.

For reference, the natural (NBO) charges in units of e are: number 1, O, carries -0.70; number 2, C, carries -0.06; number 3, C, carries -0.01; number 4, O, carries -0.71; number 5, C, carries -0.04; number 6, C, carries -0.23; number 7, H, carries 0.47; number 8, H, carries 0.18; number 9, H, carries 0.18; number 10, H, carries 0.19; number 11, H, carries 0.48; number 12, H, carries 0.24

(6)
Entry from the Open Molecules 2025 dataset: a molecular structure, C49H40Cl2N2O4Tb in a non-equilibrium geometry (ωB97M-V/def2-TZVPD).

XYZ file:
```
98
C49H40Cl2N2O4Tb ωB97M-V/def2-TZVPD
Tb 0.71 -0.19 0.07
O 1.21 1.52 1.11
C 1.33 2.84 1.49
C 0.51 3.75 0.46
C -0.84 3.29 0.14
C -2.00 4.00 0.50
C -3.20 3.48 0.01
C -3.22 2.40 -0.86
C -2.06 1.86 -1.24
C -1.99 0.82 -2.38
C -2.17 -0.67 -1.88
O -1.08 -0.93 -1.00
C -3.51 -0.87 -1.19
C -3.67 -0.91 0.16
C -4.95 -0.96 0.75
C -6.07 -1.07 -0.01
C -5.95 -1.06 -1.39
C -4.70 -1.03 -2.01
C -2.06 -1.57 -3.13
C -1.49 -1.06 -4.31
C -1.31 -1.82 -5.49
C -1.77 -3.16 -5.46
C -2.31 -3.77 -4.25
C -2.54 -2.96 -3.16
N -0.88 2.18 -0.66
C 0.71 3.03 2.89
C 0.84 4.27 3.49
C 0.20 4.59 4.67
C -0.46 3.59 5.40
C -0.58 2.33 4.84
C -0.09 2.11 3.56
C 2.83 3.13 1.34
C 3.73 3.65 2.24
C 5.14 3.81 1.92
C 5.50 3.79 0.60
C 4.53 3.51 -0.40
C 3.34 2.97 -0.02
H 0.94 3.69 -0.59
H 0.58 4.83 0.69
H -1.94 4.86 1.17
H -4.11 4.01 0.20
H -4.17 1.95 -1.23
H -1.07 0.91 -2.84
H -2.82 1.05 -3.09
H -2.86 -0.90 0.90
H -5.19 -0.91 1.80
H -7.09 -1.11 0.46
H -6.85 -1.09 -1.99
H -4.58 -1.21 -3.05
H -1.00 -0.03 -4.27
H -0.86 -1.39 -6.38
H -1.65 -3.89 -6.23
H -2.66 -4.77 -4.33
H -3.15 -3.12 -2.27
H 1.37 5.04 2.89
H 0.29 5.62 4.98
H -0.91 3.82 6.37
H -1.07 1.46 5.28
H -0.29 1.09 3.21
H 3.36 3.80 3.22
H 5.87 4.00 2.69
H 6.55 3.91 0.31
H 4.96 3.51 -1.39
H 2.67 2.58 -0.74
C 3.84 -3.18 1.82
C 2.50 -2.41 1.65
O 2.31 -1.59 0.67
C 1.53 -2.62 2.79
C 1.86 -3.36 3.89
C 0.98 -3.55 4.95
C -0.33 -3.10 4.95
C -0.62 -2.15 3.95
C 0.26 -1.88 2.85
O -0.27 -1.15 1.87
H 4.37 -3.24 0.88
H 3.56 -4.20 2.14
H 4.38 -2.74 2.72
H 2.86 -3.85 3.94
H 1.33 -4.21 5.75
H -1.13 -3.45 5.60
H -1.59 -1.70 3.85
Cl -0.97 -4.33 0.69
C -1.14 -5.58 -0.64
Cl -2.41 -6.82 -0.46
H -0.23 -6.10 -0.67
H -1.33 -5.01 -1.54
N 4.63 -1.17 -6.55
C 3.89 -0.91 -5.67
C 3.15 -0.71 -4.46
C 2.72 0.58 -4.09
C 2.36 0.86 -2.81
C 2.20 -0.11 -1.93
C 2.41 -1.40 -2.31
C 2.93 -1.75 -3.57
H 2.70 1.41 -4.80
H 1.90 1.82 -2.48
H 2.26 -2.24 -1.68
H 3.15 -2.79 -3.89
```

The expectation value of S² is 12.058. The charge is -1. The multiplicity is 7. The calculation puts the gap between HOMO and LUMO (alpha / beta) at 7.03 / 7.02 eV.

For reference, the Mulliken charges in units of e are: number 1, Tb, carries -0.18; number 2, O, carries 0.47; number 3, C, carries 2.11; number 4, C, carries -1.15; number 5, C, carries 0.19; number 6, C, carries -0.87; number 7, C, carries -0.88; number 8, C, carries -0.21; number 9, C, carries 0.12; number 10, C, carries -2.07; number 11, C, carries 2.32; number 12, O, carries 0.18; number 13, C, carries -0.89; number 14, C, carries 0.36; number 15, C, carries -0.88; number 16, C, carries -0.34; number 17, C, carries -0.87; number 18, C, carries -0.25; number 19, C, carries -0.46; number 20, C, carries 0.23; number 21, C, carries -0.92; number 22, C, carries -0.56; number 23, C, carries -0.95; number 24, C, carries -0.28; number 25, N, carries 0.37; number 26, C, carries -0.34; number 27, C, carries -0.36; number 28, C, carries -0.93; number 29, C, carries -0.44; number 30, C, carries -0.85; number 31, C, carries -0.09; number 32, C, carries -0.41; number 33, C, carries -0.36; number 34, C, carries -1.08; number 35, C, carries -0.24; number 36, C, carries -1.32; number 37, C, carries 0.66; number 38, H, carries 0.37; number 39, H, carries 0.54; number 40, H, carries 0.47; number 41, H, carries 0.43; number 42, H, carries 0.34; number 43, H, carries 0.77; number 44, H, carries 0.41; number 45, H, carries 0.33; number 46, H, carries 0.43; number 47, H, carries 0.28; number 48, H, carries 0.38; number 49, H, carries 0.55; number 50, H, carries 0.16; number 51, H, carries 0.44; number 52, H, carries 0.37; number 53, H, carries 0.49; number 54, H, carries 0.69; number 55, H, carries 0.32; number 56, H, carries 0.40; number 57, H, carries 0.36; number 58, H, carries 0.44; number 59, H, carries 0.33; number 60, H, carries 0.53; number 61, H, carries 0.40; number 62, H, carries 0.35; number 63, H, carries 0.36; number 64, H, carries -0.28; number 65, C, carries -1.78; number 66, C, carries 0.70; number 67, O, carries -0.15; number 68, C, carries 1.18; number 69, C, carries -0.60; number 70, C, carries -0.78; number 71, C, carries -0.79; number 72, C, carries -0.89; number 73, C, carries 0.14; number 74, O, carries 0.22; number 75, H, carries 0.35; number 76, H, carries 0.45; number 77, H, carries 0.34; number 78, H, carries 0.20; number 79, H, carries 0.29; number 80, H, carries 0.41; number 81, H, carries 0.41; number 82, Cl, carries -0.06; number 83, C, carries -0.08; number 84, Cl, carries -0.21; number 85, H, carries 0.38; number 86, H, carries -0.09; number 87, N, carries -0.60; number 88, C, carries -0.15; number 89, C, carries 0.52; number 90, C, carries -0.62; number 91, C, carries 0.39; number 92, C, carries 0.70; number 93, C, carries -0.58; number 94, C, carries -0.86; number 95, H, carries 0.39; number 96, H, carries -0.14; number 97, H, carries 0.43; number 98, H, carries 0.34